Here is 2 unconnected molecules or ions with the total composition C2H4INO in a non-equilibrium geometry from the Open Molecules 2025 dataset. Energies are from ωB97M-V/def2-TZVPD.

Summary:
Energy = -506.13709 hartree
Energy above the lowest of the compared OMol25 structures with the same formula, charge and spin = 3.730 eV

The geometry in XYZ format:
```
9
Properties=species:S:1:pos:R:3:lowdin_charge:R:1
C -0.733 0.375 -0.388 -0.774
C 0.111 -0.766 -0.424 -0.332
N -0.338 1.529 -0.620 0.117
O 1.432 -0.862 -0.623 0.026
I -2.949 -0.030 -0.020 0.594
H -0.212 -1.610 -0.896 0.063
H -0.404 -1.245 1.470 0.172
H -0.907 2.279 -0.506 0.010
H 1.940 -0.117 -0.256 0.125
```